<P>
Here is an isolated molecule of CH3NO2 from OMol25. Energies are from wB97M-V/def2-TZVPD.

Each line ends with the Löwdin charge.
Atoms and positions in Å:
O: -1.334 -0.157 -0.072  0.057
C: -0.088 -0.403 0.421  -0.394
N: 1.068 0.590 0.079  0.050
O: 1.004 -0.815 -0.274  -0.044
H: -1.419 0.170 -0.942  0.082
H: -0.243 -0.602 1.516  0.168
H: 1.011 1.217 -0.728  0.081

Properties
structure (SMILES)	O[C@@H]1NO1
charge	0
orbital gap	10.24	eV

***

<Q>
Here is a 2-piece molecular cluster, CH3NO2 overall from OMol25. Energies are from wB97M-V/def2-TZVPD.

Each line ends with the Löwdin charge.
Atoms and positions in Å:
C: -0.721 0.026 -0.040  -0.022
N: 0.725 -0.180 -0.177  -0.194
O: 1.281 -1.247 -0.165  0.099
O: 1.910 1.226 0.185  -0.225
H: -0.768 0.100 1.159  0.163
H: -1.340 -0.825 -0.417  0.101
H: -1.087 0.900 -0.545  0.078

Properties
charge	0
orbital gap (alpha / beta)	8.74 / 8.30	eV

***

Result of the stability comparison: <Q> is the least stable of them.

***

<P>
Here is a 2-piece molecular cluster, C4H11NP overall from OMol25. Energies are from wB97M-V/def2-TZVPD.

Each line ends with the Löwdin charge.
Atoms and positions in Å:
C: 0.719 1.846 -0.295  -0.241
C: 0.208 0.570 -0.462  -0.358
C: -2.098 -1.169 0.183  -0.093
C: 2.514 -0.775 0.214  -0.264
N: -1.829 0.285 0.227  -0.029
P: 1.207 0.423 1.014  1.040
H: 1.238 2.260 -1.242  0.141
H: 0.348 2.647 0.277  0.066
H: 0.019 -0.174 -1.256  0.124
H: -2.417 -1.389 -0.785  0.066
H: -1.089 -1.521 0.251  0.050
H: -2.790 -1.636 0.950  0.124
H: 1.979 -1.694 -0.102  0.043
H: 3.411 -0.971 0.868  0.056
H: 2.881 -0.190 -0.643  0.034
H: -1.834 0.627 1.174  0.099
H: -2.466 0.862 -0.372  0.142

Properties
charge	+1
orbital gap	9.43	eV

***

<Q>
Here is an isolated ion of composition C4H11NP and charge +1 from OMol25. Energies are from wB97M-V/def2-TZVPD.

Each line ends with the Löwdin charge.
Atoms and positions in Å:
C: -0.736 0.699 -0.517  -0.306
C: 0.656 1.150 -0.253  -0.311
C: -0.757 -0.636 0.096  -0.164
C: 1.606 0.072 -0.655  -0.331
N: -2.173 -1.113 0.237  0.124
P: 2.749 -0.706 0.513  0.825
H: -1.445 1.505 -0.138  0.138
H: -1.054 0.603 -1.636  0.154
H: 0.970 2.086 -0.708  0.135
H: 0.594 1.286 0.816  0.109
H: -0.355 -0.499 1.115  0.100
H: 1.387 -0.711 -1.459  0.090
H: -2.433 -1.387 -0.722  0.156
H: -2.828 -0.280 0.499  0.203
H: -2.317 -2.022 0.813  0.208
H: 3.531 0.331 1.227  -0.059
H: 3.930 -0.941 -0.294  -0.073

Properties
charge	+1
orbital gap (alpha / beta)	8.73 / 5.92	eV

***

<R>
Here is an isolated ion of composition C4H11NP and charge +1 from OMol25. Energies are from wB97M-V/def2-TZVPD.

Each line ends with the Löwdin charge.
Atoms and positions in Å:
C: 0.805 -1.598 -0.040  -0.052
C: 0.066 -0.348 -0.448  -0.495
N: 0.664 0.214 -1.598  0.180
C: 0.010 0.687 0.660  -0.500
C: -1.077 0.801 1.691  -0.412
P: -1.155 2.176 0.573  0.934
H: 1.951 -1.606 -0.094  0.119
H: 0.328 -2.425 -0.606  0.093
H: 0.596 -1.866 1.063  0.128
H: -1.051 -0.613 -0.530  0.178
H: 0.218 1.049 -1.912  0.139
H: 0.593 -0.634 -2.346  0.255
H: 1.719 0.478 -1.380  0.239
H: 0.952 1.099 0.952  0.096
H: -2.029 0.134 1.847  0.140
H: -0.649 0.931 2.598  0.032
H: -1.939 1.522 -0.431  -0.073

Properties
structure (SMILES)	C[C@H]([NH3+])[C@@H]1CP1
charge	+1
orbital gap	9.68	eV

***

Result of the stability comparison: <Q> is the least stable of them.

***

<P>
Here is a 2-piece molecular cluster, C4H12OS2 overall from OMol25. Energies are from wB97M-V/def2-TZVPD.

Each line ends with the Löwdin charge.
Atoms and positions in Å:
C: -1.430 0.884 0.039  -0.175
C: -0.082 1.436 0.505  -0.653
S: 0.955 0.299 1.427  0.497
S: 1.436 -1.079 -0.044  0.479
C: 0.295 -2.490 0.228  -0.618
C: -0.169 -3.257 -0.983  -0.167
H: -2.075 1.618 -0.442  0.068
H: -1.428 0.002 -0.598  0.055
H: -2.058 0.735 0.934  0.074
H: 0.385 1.858 -0.385  0.059
H: -0.230 2.207 1.269  0.057
H: -0.541 -2.021 0.765  0.046
H: 0.784 -3.134 0.956  0.060
H: 0.776 -3.608 -1.426  0.071
H: -0.751 -4.150 -0.756  0.074
H: -0.728 -2.692 -1.723  0.066
O: 1.394 4.669 -0.184  -0.066
H: 2.074 3.989 -0.355  0.046
H: 1.394 4.736 0.772  0.027

Properties
structure (SMILES)	CCSSCC.O
charge	0
orbital gap	9.40	eV

***

<Q>
Here is a 2-piece molecular cluster, C4H12OS2 overall from OMol25. Energies are from wB97M-V/def2-TZVPD.

Each line ends with the Löwdin charge.
Atoms and positions in Å:
C: 0.528 -1.682 -2.684  -0.161
C: -0.571 -1.982 -1.609  -0.612
S: 0.011 -1.531 0.047  0.484
S: -1.339 -0.117 0.664  0.493
C: -0.155 1.095 1.380  -0.633
C: -0.308 1.237 2.921  -0.159
H: 0.031 -1.475 -3.627  0.062
H: 1.209 -0.886 -2.412  0.052
H: 1.070 -2.628 -2.752  0.063
H: -1.518 -1.570 -1.973  0.064
H: -0.864 -3.035 -1.595  0.055
H: -0.206 2.081 0.892  0.055
H: 0.897 0.915 1.148  0.049
H: -1.361 1.355 3.124  0.055
H: 0.172 0.375 3.371  0.069
H: 0.205 2.171 3.153  0.069
O: 2.505 3.689 -1.042  -0.048
H: 1.729 3.297 -0.631  0.017
H: 3.172 3.046 -0.812  0.026

Properties
structure (SMILES)	CCSSCC.O
charge	0
orbital gap	8.71	eV

***

<R>
Here is a 2-piece molecular cluster, C4H12OS2 overall from OMol25. Energies are from wB97M-V/def2-TZVPD.

Each line ends with the Löwdin charge.
Atoms and positions in Å:
C: -1.460 -1.763 1.731  -0.129
C: -0.547 -2.082 0.559  -0.351
C: 0.833 -1.388 0.589  -0.519
S: 0.976 0.396 0.128  0.527
S: -0.975 0.787 -0.383  0.483
C: -0.722 2.505 -0.874  -0.476
H: -0.929 -2.001 2.648  0.070
H: -2.305 -2.429 1.759  0.067
H: -1.736 -0.718 1.822  0.041
H: -1.016 -1.901 -0.420  0.077
H: -0.301 -3.158 0.527  0.112
H: 1.462 -1.854 -0.143  0.051
H: 1.225 -1.452 1.602  0.064
H: -0.175 2.989 -0.080  0.019
H: -1.684 2.993 -1.002  0.037
H: -0.104 2.494 -1.773  0.012
O: 2.374 1.975 -2.544  -0.087
H: 3.192 2.481 -2.430  0.041
H: 1.892 2.127 -1.714  -0.039

Properties
structure (SMILES)	CCCSSC.O
charge	0
orbital gap	8.30	eV

***

Result of the stability comparison: <Q> is the least stable of them.